# 1
Entry from the Open Molecules 2025 dataset: a structure of composition C40H57B2BrF4N8O3PPm in a non-equilibrium geometry (ωB97M-V/def2-TZVPD).

The calculation puts the HOMO energy (alpha / beta) at -0.3105 / -0.3105 Eh. As for the HOMO-LUMO gap (alpha / beta): 0.3044 / 0.3043 Eh. As for the charge: 0. Its expectation value of S² is 6.003. Its spin multiplicity is 5.

Atoms and positions in Å:
1 Pm -0.1597 0.0007 0.5641
2 C -0.1321 -5.2816 -0.5687
3 C 0.1776 -4.2461 0.4584
4 C 1.1369 -4.2760 1.4438
5 C 0.9813 -3.0826 2.1649
6 N 0.0009 -2.3537 1.6097
7 N -0.5063 -3.0933 0.5809
8 B -1.9671 -2.9355 0.0962
9 N -2.7950 -2.0517 1.0345
10 N -2.5688 -0.7244 1.2645
11 C -3.5966 -0.2921 2.0073
12 C -4.4740 -1.3521 2.2665
13 C -3.9378 -2.4447 1.6273
14 C -4.5117 -3.8218 1.5673
15 C -3.8346 1.1140 2.5015
16 C -3.7582 1.1078 4.0355
17 C -5.2396 1.5544 2.0629
18 C -2.8179 2.0911 1.9366
19 N -2.0245 -2.3545 -1.3211
20 N -1.4454 -1.1768 -1.6814
21 C -1.7033 -1.0457 -2.9987
22 C -2.4491 -2.1335 -3.4572
23 C -2.6286 -2.9461 -2.3615
24 C -3.3925 -4.2283 -2.3107
25 C -1.1801 0.0532 -3.8838
26 C -1.8302 -0.0142 -5.2667
27 C -1.5222 1.4213 -3.2739
28 C 0.3251 -0.2071 -4.0694
29 C 1.6981 -2.7289 3.4517
30 C 2.3970 -3.9790 3.9981
31 C 0.6812 -2.2427 4.4983
32 C 2.7734 -1.6707 3.1887
33 H 0.6936 -5.9872 -0.6341
34 H -0.2870 -4.8243 -1.5470
35 H -1.0355 -5.8365 -0.3053
36 H 1.8469 -5.0669 1.6143
37 H -2.4607 -4.0190 0.0708
38 H -5.3858 -1.3349 2.8385
39 H -5.4119 -3.8558 2.1773
40 H -3.8056 -4.5627 1.9424
41 H -4.7744 -4.0948 0.5451
42 H -4.4814 0.4056 4.4531
43 H -3.9779 2.1028 4.4300
44 H -2.7614 0.8223 4.3714
45 H -6.0024 0.8676 2.4301
46 H -5.3083 1.5914 0.9735
47 H -5.4564 2.5487 2.4583
48 H -1.8331 1.9046 2.3522
49 H -3.0935 3.1148 2.1984
50 H -2.7717 2.0175 0.8475
51 H -2.8263 -2.3158 -4.4487
52 H -3.7231 -4.4760 -3.3175
53 H -4.2720 -4.1308 -1.6729
54 H -2.7889 -5.0507 -1.9277
55 H -2.9153 0.0859 -5.2015
56 H -1.5967 -0.9552 -5.7671
57 H -1.4496 0.7987 -5.8889
58 H -2.5923 1.6075 -3.3883
59 H -0.9794 2.2215 -3.7820
60 H -1.2926 1.4531 -2.2142
61 H 0.7980 0.6197 -4.6015
62 H 0.4599 -1.1105 -4.6682
63 H 0.8179 -0.3677 -3.1154
64 H 1.6975 -4.8107 4.1000
65 H 2.8130 -3.7551 4.9815
66 H 3.2157 -4.2904 3.3454
67 H 0.1573 -3.0951 4.9370
68 H -0.0599 -1.5857 4.0535
69 H 1.1906 -1.6967 5.2932
70 H 3.5178 -2.0568 2.4843
71 H 3.2779 -1.4052 4.1187
72 H 2.3464 -0.7670 2.7781
73 Br 5.6103 3.7337 -1.0456
74 C 5.3195 1.8558 -0.9413
75 C 6.3418 0.9740 -1.2507
76 C 6.0491 -0.3769 -1.1464
77 C 4.7813 -0.7790 -0.7558
78 C 3.8354 0.1942 -0.4736
79 N 4.1137 1.4987 -0.5650
80 C 2.4310 -0.1302 0.0110
81 O 1.7633 -1.0166 -0.5734
82 O 2.0016 0.5511 0.9714
83 H 7.3160 1.3302 -1.5506
84 H 6.8127 -1.1116 -1.3655
85 H 4.5181 -1.8229 -0.6528
86 N 0.9738 1.5424 -1.4180
87 C 1.5719 2.0983 -2.2220
88 C 2.2461 2.7453 -3.3019
89 C 1.7987 3.9799 -3.7719
90 C 2.4215 4.5675 -4.8586
91 C 3.4905 3.9342 -5.4767
92 C 3.9313 2.7017 -5.0140
93 C 3.3093 2.1005 -3.9361
94 H 0.9633 4.4674 -3.2876
95 H 2.0721 5.5240 -5.2237
96 H 3.9760 4.3984 -6.3249
97 H 4.7642 2.2065 -5.4952
98 H 3.6250 1.1257 -3.5874
99 C -0.4226 4.8965 2.0663
100 P 0.5404 3.7492 1.0415
101 C 2.2180 3.6034 1.6858
102 C 0.7523 4.7372 -0.4871
103 O -0.1873 2.4760 0.7191
104 H 0.1824 5.7732 2.2995
105 H -0.7500 4.4240 2.9867
106 H -1.2900 5.2018 1.4785
107 H 2.6351 4.6052 1.8025
108 H 2.8008 3.0334 0.9625
109 H 2.2227 3.0775 2.6371
110 H 0.6858 5.8026 -0.2682
111 H -0.0511 4.4503 -1.1668
112 H 1.7160 4.5301 -0.9518
113 F 0.1550 2.5523 3.6942
114 B 0.3673 1.2137 4.0447
115 F -0.4839 0.8214 5.0534
116 F 1.6921 0.9890 4.3380
117 F -0.0061 0.4013 2.8400

# 2
Entry from the Open Molecules 2025 dataset: a structure of composition C40H57BClCoN9PS3 (ωB97M-V/def2-TZVPD).

The calculation puts the energy above the lowest of the compared OMol25 structures with the same formula, charge and spin at 55.4 kcal/mol. The calculation puts the HOMO energy (alpha / beta) at -0.3445 / -0.3823 Eh. As for the HOMO-LUMO gap (alpha / beta): 0.2297 / 0.2676 Eh. As for the charge: +1. Its expectation value of S² is 0.793. Its spin multiplicity is 2.

Atoms and positions in Å:
1 Co -0.3044 -0.2489 -0.5830
2 C -0.1593 4.3255 1.8662
3 C -1.3669 3.6512 1.3149
4 C -2.6406 4.1009 1.4756
5 C -3.7447 3.3883 0.9329
6 N -3.5685 2.2948 0.2460
7 N -2.3193 1.8460 0.0901
8 B -2.1218 0.5422 -0.6879
9 N -2.4465 -0.7814 -0.0451
10 N -3.0293 -1.6495 -0.9307
11 C -3.1767 -2.8912 -0.5962
12 C -2.5962 -3.4071 0.6046
13 C -1.9889 -2.5729 1.4802
14 C -1.3154 -3.0515 2.7214
15 C -2.0954 -1.1357 1.2519
16 S -1.8407 -0.0511 2.4715
17 C -4.0121 -3.7746 -1.5062
18 C -3.2832 -5.0827 -1.8379
19 C -5.3073 -4.0958 -0.7443
20 C -4.3523 -3.0502 -2.8073
21 N -2.5437 0.6790 -2.1585
22 N -3.8495 0.8073 -2.3914
23 C -4.2513 0.9959 -3.6185
24 C -3.3148 1.0628 -4.6815
25 C -1.9760 0.9483 -4.4476
26 C -0.9638 1.0211 -5.5446
27 C -1.5879 0.7408 -3.0917
28 S 0.0472 0.5807 -2.5902
29 C -5.7353 1.2328 -3.8446
30 C -6.5717 0.6319 -2.7133
31 C -5.9326 2.7567 -3.8827
32 C -6.1911 0.6228 -5.1732
33 C -1.2267 2.4322 0.5953
34 S 0.2495 1.6231 0.3726
35 C -5.1629 3.8882 1.1394
36 C -5.4433 3.9660 2.6457
37 C -6.1731 2.9502 0.4860
38 C -5.2902 5.2831 0.5126
39 H -0.4251 5.2610 2.3536
40 H 0.5607 4.5284 1.0721
41 H 0.3362 3.6762 2.5908
42 H -2.8232 5.0134 2.0269
43 H -2.6253 -4.4709 0.7970
44 H -1.1796 -4.1321 2.6892
45 H -1.9048 -2.7906 3.6012
46 H -0.3493 -2.5594 2.8433
47 H -3.0108 -5.6532 -0.9498
48 H -2.3805 -4.8920 -2.4194
49 H -3.9319 -5.7174 -2.4425
50 H -5.1053 -4.6312 0.1849
51 H -5.9517 -4.7252 -1.3591
52 H -5.8509 -3.1819 -0.5005
53 H -3.4538 -2.8067 -3.3776
54 H -4.8813 -2.1193 -2.6118
55 H -4.9825 -3.6933 -3.4230
56 H -3.6685 1.2129 -5.6932
57 H -1.2060 1.8339 -6.2278
58 H -0.9642 0.0923 -6.1189
59 H 0.0388 1.1795 -5.1560
60 H -6.2144 0.9449 -1.7368
61 H -6.5577 -0.4578 -2.7509
62 H -7.6081 0.9536 -2.8262
63 H -5.6386 3.2068 -2.9329
64 H -6.9824 2.9895 -4.0635
65 H -5.3432 3.2173 -4.6776
66 H -5.9372 -0.4372 -5.2322
67 H -5.7653 1.1337 -6.0379
68 H -7.2746 0.7096 -5.2552
69 H -5.3275 2.9882 3.1152
70 H -6.4673 4.3029 2.8096
71 H -4.7819 4.6702 3.1516
72 H -6.1130 1.9460 0.9041
73 H -6.0052 2.8751 -0.5867
74 H -7.1794 3.3361 0.6522
75 H -4.6083 6.0024 0.9679
76 H -6.3046 5.6574 0.6534
77 H -5.0869 5.2498 -0.5591
78 C 0.6916 -5.0906 -2.8680
79 N 0.6952 -3.9025 -3.7194
80 C 2.0824 -3.4713 -3.8942
81 N 2.7851 -3.2314 -2.6371
82 C 2.7021 -4.4274 -1.8024
83 N 1.3340 -4.8850 -1.5735
84 C 0.5686 -3.9554 -0.7487
85 P 0.4512 -2.2749 -1.5224
86 C -0.1387 -2.8352 -3.1795
87 C 2.2451 -2.0663 -1.9474
88 H 1.2365 -5.8782 -3.3927
89 H -0.3339 -5.4289 -2.7136
90 H 2.1035 -2.5596 -4.4944
91 H 2.6121 -4.2575 -4.4362
92 H 3.1847 -4.2272 -0.8435
93 H 3.2478 -5.2317 -2.3002
94 H 1.0057 -3.8893 0.2498
95 H -0.4430 -4.3506 -0.6256
96 H -0.1379 -1.9836 -3.8630
97 H -1.1689 -3.1852 -3.0794
98 H 2.8250 -1.8749 -1.0409
99 H 2.3473 -1.1846 -2.5852
100 Cl 2.6025 -0.5402 5.2996
101 C 3.1291 -1.7994 4.2360
102 C 3.8991 -2.8187 4.7559
103 C 4.3366 -3.8503 3.9342
104 C 3.9979 -3.8558 2.5822
105 C 3.2288 -2.8420 2.0657
106 C 2.7550 -1.7679 2.8647
107 C 1.9763 -0.7535 2.3132
108 H 4.1546 -2.8039 5.8060
109 H 4.9432 -4.6427 4.3494
110 H 4.3456 -4.6550 1.9409
111 H 2.9762 -2.8341 1.0136
112 H 1.6400 -0.8003 1.2826
113 H 1.6225 0.0815 2.8963

# 3
Entry from the Open Molecules 2025 dataset: a structure of composition C40H57BCoI2N9O3 (ωB97M-V/def2-TZVPD).

The calculation puts the energy above the lowest of the compared OMol25 structures with the same formula, charge and spin at 0.0 kcal/mol. The calculation puts the HOMO energy (alpha / beta) at -0.1614 / -0.1613 Eh. As for the HOMO-LUMO gap (alpha / beta): 0.2446 / 0.2475 Eh. As for the charge: -1. Its expectation value of S² is 0.761. Its spin multiplicity is 2.

Atoms and positions in Å:
1 Co -0.5289 -0.7331 -0.0860
2 C -0.6951 -1.8589 -3.7494
3 C 0.1316 -0.6205 -4.0675
4 C -0.7519 0.4069 -4.7870
5 C 0.9019 0.0725 -2.9570
6 C 1.9133 0.9881 -3.2856
7 C 2.3611 1.5103 -2.0959
8 C 3.4726 2.4954 -1.8729
9 C 3.7806 3.2779 -3.1463
10 C 4.7258 1.7757 -1.3642
11 N 1.6649 0.9165 -1.1057
12 N 0.7656 0.0263 -1.6245
13 B 1.7594 1.2613 0.4014
14 N 2.2485 0.0617 1.2155
15 N 1.5128 -1.0688 1.1846
16 C 2.0897 -1.9206 2.0209
17 C 3.2238 -1.3321 2.6056
18 C 3.2882 -0.0613 2.0681
19 C 4.2538 1.0393 2.4009
20 C 3.9020 1.6606 3.7556
21 C 5.6947 0.5295 2.3913
22 C 1.5545 -3.2938 2.2886
23 C 1.1469 -3.4381 3.7555
24 C 2.5616 -4.3670 1.8747
25 N 0.4018 1.7689 0.9341
26 N -0.7546 1.0974 0.6947
27 C -1.7639 1.8704 1.1052
28 C -1.2312 3.0524 1.6441
29 C 0.1363 2.9528 1.5176
30 C 1.1659 3.9660 1.9291
31 C 1.1571 5.1582 0.9691
32 C 0.9277 4.4223 3.3690
33 C -3.2431 1.6500 0.8691
34 C -3.8378 0.2920 1.2179
35 C -4.0667 2.7501 1.5407
36 H -1.3320 -2.0819 -4.6095
37 H -1.3357 -1.6958 -2.8874
38 H -0.0786 -2.7329 -3.5577
39 H 0.9071 -0.9159 -4.7853
40 H -1.6280 0.6340 -4.1852
41 H -1.0906 -0.0056 -5.7406
42 H -0.2228 1.3406 -4.9792
43 H 2.2461 1.2363 -4.2793
44 H 3.1543 3.2087 -1.1099
45 H 4.1614 2.6178 -3.9287
46 H 4.5443 4.0324 -2.9486
47 H 2.8908 3.7794 -3.5285
48 H 5.1314 1.1326 -2.1489
49 H 4.4956 1.1474 -0.5035
50 H 5.4981 2.4924 -1.0742
51 H 2.5537 2.1401 0.5093
52 H 3.8926 -1.7692 3.3294
53 H 4.1625 1.8185 1.6439
54 H 4.0074 0.9210 4.5523
55 H 2.8697 2.0135 3.7639
56 H 4.5590 2.5046 3.9799
57 H 5.8464 -0.2144 3.1765
58 H 6.3938 1.3502 2.5670
59 H 5.9416 0.0628 1.4369
60 H 0.6566 -3.4082 1.6869
61 H 2.0091 -3.3101 4.4154
62 H 0.7239 -4.4288 3.9415
63 H 0.3980 -2.6890 4.0163
64 H 3.4873 -4.2738 2.4485
65 H 2.8092 -4.2766 0.8157
66 H 2.1567 -5.3669 2.0523
67 H -1.7754 3.8748 2.0729
68 H 2.1509 3.5024 1.8801
69 H 0.1969 5.6763 1.0134
70 H 1.3078 4.8294 -0.0608
71 H 1.9441 5.8716 1.2262
72 H -0.0355 4.9287 3.4590
73 H 1.7073 5.1192 3.6858
74 H 0.9203 3.5736 4.0537
75 H -3.3700 1.7801 -0.2049
76 H -3.7280 0.0623 2.2766
77 H -3.3722 -0.5100 0.6529
78 H -4.9012 0.3070 0.9608
79 H -3.9614 2.7157 2.6286
80 H -5.1212 2.6062 1.2999
81 H -3.7831 3.7450 1.1947
82 I -2.6878 3.0441 -2.7800
83 C -3.7756 1.2565 -2.7099
84 C -5.0474 1.2318 -3.2824
85 C -5.8182 0.0993 -3.2518
86 I -7.7133 0.1652 -4.1449
87 C -5.3333 -1.0763 -2.6268
88 C -6.0532 -2.2883 -2.5329
89 C -5.5001 -3.3657 -1.9021
90 C -4.2108 -3.2370 -1.3576
91 N -3.5122 -2.1345 -1.4274
92 C -4.0384 -1.0560 -2.0432
93 C -3.1861 0.1408 -2.0685
94 O -2.0338 0.1669 -1.5634
95 H -5.4247 2.1284 -3.7561
96 H -7.0442 -2.3495 -2.9637
97 H -6.0372 -4.3019 -1.8185
98 H -3.7465 -4.0763 -0.8454
99 C -0.7119 -4.9196 -0.2615
100 C -0.9014 -3.4624 0.0108
101 N -0.2390 -2.5632 -0.6224
102 O 0.8008 -3.0303 -1.4161
103 C -1.6627 -2.9737 1.1356
104 C -2.3842 -3.8609 2.0962
105 N -1.4288 -1.6953 1.3968
106 O -1.7321 -1.1970 2.5098
107 H -0.6549 -5.0967 -1.3346
108 H -1.5246 -5.5021 0.1672
109 H 0.2299 -5.2617 0.1770
110 H 1.2385 -2.2013 -1.6653
111 H -1.7228 -4.5946 2.5707
112 H -3.1966 -4.4100 1.6120
113 H -2.8045 -3.2326 2.8791

# 4
Entry from the Open Molecules 2025 dataset: a structure of composition C40H57BrN7O2PSeTi in a non-equilibrium geometry (ωB97M-V/def2-TZVPD).

The calculation puts the HOMO energy (alpha / beta) at -0.1431 / -0.1463 Eh. As for the HOMO-LUMO gap (alpha / beta): 0.2353 / 0.2383 Eh. As for the charge: -1. Its expectation value of S² is 0.758. Its spin multiplicity is 2.

Atoms and positions in Å:
1 Ti 0.0686 -0.4828 0.6756
2 Br -0.1284 1.4105 2.7927
3 C -2.0211 1.5021 2.6604
4 C -2.6772 2.0857 3.7006
5 C -4.0875 2.1732 3.6693
6 C -4.7651 1.6818 2.5916
7 C -4.0773 1.0825 1.5005
8 C -4.7947 0.5895 0.3756
9 C -4.1210 -0.0347 -0.6278
10 C -2.7119 -0.2216 -0.5727
11 C -1.9450 0.2808 0.4494
12 C -2.6587 0.9546 1.5086
13 H -2.1183 2.4734 4.5443
14 H -4.6154 2.6288 4.4999
15 H -5.8498 1.7323 2.5496
16 H -5.8730 0.7221 0.3372
17 H -4.6691 -0.4002 -1.4958
18 H -1.0365 -0.9389 -1.6985
19 C 3.2066 -0.6493 -1.6305
20 C 2.9940 0.8407 -1.6716
21 C 3.8161 1.6569 -2.4462
22 C 3.6243 3.0305 -2.5127
23 C 2.6095 3.5962 -1.7542
24 C 1.7820 2.8133 -0.9510
25 C 0.7385 3.4511 -0.0732
26 C 1.9430 1.4117 -0.9266
27 N 1.0688 0.6045 -0.1979
28 H 4.2310 -0.9007 -1.9171
29 H 2.5196 -1.1668 -2.3078
30 H 3.0043 -1.0478 -0.6389
31 H 4.6205 1.2003 -3.0136
32 H 4.2633 3.6507 -3.1320
33 H 2.4546 4.6699 -1.7777
34 H 0.3919 4.3973 -0.4965
35 H 1.1479 3.6579 0.9196
36 H -0.1027 2.7772 0.0608
37 C 6.8638 0.3748 5.7102
38 C 5.6042 -0.0325 4.9762
39 C 4.8093 -1.0781 5.4220
40 C 3.6695 -1.4937 4.7285
41 C 2.8393 -2.6124 5.3127
42 C 3.3078 -0.8580 3.5220
43 Se 1.8312 -1.6120 2.5471
44 C 4.0709 0.2497 3.0940
45 C 3.7193 1.0647 1.8758
46 C 5.1979 0.6316 3.8279
47 H 6.9721 -0.1818 6.6442
48 H 6.8598 1.4426 5.9487
49 H 7.7524 0.1811 5.1016
50 H 5.0785 -1.5934 6.3423
51 H 3.2697 -2.9558 6.2591
52 H 2.7677 -3.4581 4.6222
53 H 1.8154 -2.2718 5.4921
54 H 2.6921 0.9093 1.5761
55 H 4.3477 0.7937 1.0209
56 H 3.8744 2.1321 2.0707
57 H 5.7738 1.4879 3.4789
58 C -1.4593 -2.2069 4.6026
59 P -1.6222 -2.8029 2.9311
60 C -0.7034 -4.3183 2.7720
61 C -3.3366 -3.2513 2.7144
62 O -1.2505 -1.7362 1.9393
63 H -1.7052 -2.9708 5.3484
64 H -2.1230 -1.3456 4.7099
65 H -0.4244 -1.8766 4.7172
66 H -1.0442 -5.0642 3.5003
67 H 0.3536 -4.0879 2.9211
68 H -0.8468 -4.6849 1.7512
69 H -3.6404 -4.0098 3.4435
70 H -3.4628 -3.6312 1.6969
71 H -3.9463 -2.3523 2.8327
72 C -2.3381 3.8446 -2.5787
73 N -1.4185 3.3815 -3.6088
74 C -1.9797 3.4410 -4.9528
75 C -0.6887 2.2251 -3.2653
76 O -0.9635 1.5509 -2.2902
77 N 0.3619 1.9186 -4.0985
78 C 1.0710 0.6659 -3.8565
79 C 1.1007 2.9172 -4.8588
80 H -3.3427 3.4264 -2.7148
81 H -2.4056 4.9344 -2.6116
82 H -1.9795 3.5376 -1.6051
83 H -3.0021 3.0417 -4.9644
84 H -1.3796 2.8516 -5.6428
85 H -2.0165 4.4726 -5.3149
86 H 0.6687 0.1882 -2.9679
87 H 2.1287 0.8667 -3.6805
88 H 0.9724 -0.0068 -4.7134
89 H 0.5634 3.8598 -4.8724
90 H 1.2567 2.5792 -5.8897
91 H 2.0776 3.0838 -4.3959
92 C -1.1910 -3.2002 -4.0022
93 C -2.7206 -3.2202 -3.9683
94 C -3.3037 -2.1461 -4.8911
95 C -3.2797 -3.1353 -2.5200
96 N -2.4561 -2.4968 -1.5150
97 C -2.1018 -1.0746 -1.6805
98 N 0.2727 -2.0868 -0.4068
99 N -0.4719 -3.0802 -0.5202
100 N -1.5905 -3.4639 -0.9109
101 H -0.8297 -3.4512 -5.0058
102 H -0.7679 -3.9188 -3.2963
103 H -0.8026 -2.2095 -3.7429
104 H -3.0447 -4.1884 -4.3643
105 H -2.9635 -1.1434 -4.6045
106 H -4.3997 -2.1518 -4.8652
107 H -2.9906 -2.3139 -5.9290
108 H -3.4532 -4.1467 -2.1549
109 H -4.2503 -2.6291 -2.5393
110 H -2.4787 -0.7370 -2.6467